# 1
{"formula": "C25H21Cl2N3O4S", "method": "the ωB97M-V functional and the def2-TZVPD basis", "symbols": ["C", "C", "C", "C", "N", "C", "O", "C", "C", "C", "C", "C", "C", "Cl", "C", "O", "O", "C", "C", "N", "C", "S", "C", "C", "C", "C", "C", "C", "C", "C", "Cl", "C", "C", "O", "N", "H", "H", "H", "H", "H", "H", "H", "H", "H", "H", "H", "H", "H", "H", "H", "H", "H", "H", "H", "H", "H"], "positions_angstrom": [[-5.546499, -1.755759, -0.847175], [-4.790511, -0.750004, 0.016720], [-5.620746, 0.511674, 0.231084], [-3.454898, -0.387618, -0.651678], [-2.678931, 0.523843, 0.161150], [-2.042068, 1.592999, -0.379000], [-2.231376, 1.962133, -1.518469], [-1.145615, 2.353934, 0.549846], [-1.141498, 3.740015, 0.399384], [-0.327664, 4.545423, 1.170715], [0.519458, 3.971377, 2.104214], [0.551295, 2.597365, 2.255387], [-0.276647, 1.796367, 1.484395], [-0.130276, 0.077495, 1.695878], [-2.589724, -1.618862, -0.891962], [-2.178943, -1.988199, -1.960456], [-2.282380, -2.216999, 0.265340], [-1.367288, -3.312510, 0.212485], [0.049963, -2.806556, 0.238485], [0.753388, -2.998980, 1.302890], [1.982236, -2.439117, 1.308160], [3.067779, -2.572671, 2.644302], [4.224691, -1.589259, 1.818534], [3.811867, -1.170448, 0.592178], [4.583772, -0.299201, -0.302110], [5.827678, -0.696745, -0.778565], [6.541683, 0.106924, -1.648032], [6.019344, 1.323862, -2.051692], [4.790759, 1.745546, -1.574637], [4.083204, 0.937906, -0.702297], [2.575094, 1.501074, -0.075614], [2.515134, -1.672051, 0.280910], [1.761952, -1.525507, -0.947118], [2.103742, -0.987117, -1.973143], [0.499991, -2.137420, -0.852013], [-6.495568, -2.011099, -0.382419], [-4.972252, -2.670422, -0.977158], [-5.745661, -1.335502, -1.830178], [-4.568060, -1.205917, 0.987927], [-6.552297, 0.267112, 0.735163], [-5.854904, 0.974819, -0.724346], [-5.077930, 1.232700, 0.837088], [-3.621387, 0.106216, -1.615507], [-2.444099, 0.210747, 1.091434], [-1.792729, 4.162746, -0.350610], [-0.345375, 5.616083, 1.037774], [1.168150, 4.587985, 2.707187], [1.225678, 2.138257, 2.961455], [-1.551516, -3.896211, -0.697018], [-1.551295, -3.907033, 1.107046], [5.150964, -1.354112, 2.304667], [6.221234, -1.653991, -0.469957], [7.502644, -0.219857, -2.015335], [6.568130, 1.950425, -2.738105], [4.377681, 2.695355, -1.876300], [-0.099365, -2.051214, -1.670885]], "forces_ev_per_angstrom": [[0.18, 0.07, 0.24], [-0.04, 0.14, -0.20], [0.19, -0.17, 0.09], [-0.12, -0.07, 0.03], [-0.22, -0.23, 0.11], [-0.07, -0.04, 0.20], [0.02, 0.14, -0.22], [0.24, 0.16, -0.01], [-0.04, -0.10, -0.01], [-0.02, 0.02, -0.01], [-0.02, -0.06, -0.01], [-0.01, 0.01, 0.09], [-0.08, 0.14, -0.02], [0.09, -0.05, 0.23], [-0.16, 0.32, -0.32], [0.01, -0.08, -0.14], [-0.16, 0.08, 0.35], [0.12, -0.37, -0.27], [-0.03, -0.05, 0.10], [-0.59, -0.37, 0.39], [0.57, 0.41, -0.50], [-0.08, 0.15, -0.37], [-0.22, -0.08, -0.06], [0.04, -0.16, 0.26], [0.10, 0.15, -0.05], [-0.07, 0.08, 0.02], [0.10, 0.02, -0.04], [0.03, -0.03, 0.00], [-0.07, 0.00, 0.03], [0.27, -0.05, -0.10], [-0.05, 0.24, 0.03], [-0.13, -0.40, 0.50], [-0.12, -0.20, 0.10], [0.06, 0.09, -0.21], [0.00, 0.02, -0.18], [-0.08, -0.06, 0.00], [-0.01, -0.17, -0.07], [-0.04, 0.04, -0.14], [0.00, 0.01, -0.03], [-0.11, 0.01, 0.04], [-0.06, 0.09, -0.13], [-0.02, 0.11, 0.05], [0.04, -0.20, 0.15], [0.05, 0.12, -0.11], [-0.04, 0.03, -0.07], [-0.01, 0.09, -0.01], [0.06, 0.05, 0.06], [0.05, -0.07, 0.03], [-0.01, 0.05, 0.20], [0.11, 0.11, -0.16], [0.22, 0.10, 0.06], [0.01, -0.10, 0.01], [0.08, -0.03, -0.04], [0.05, 0.06, -0.06], [-0.06, 0.07, -0.01], [0.06, -0.02, 0.16]], "lowdin_charge": [-0.050, -0.373, -0.057, -0.197, 0.101, -0.441, 0.092, -0.142, -0.010, -0.065, -0.073, -0.144, -0.595, 0.822, -0.442, 0.128, 0.014, -0.060, -0.325, 0.107, -0.562, 1.071, -0.328, -0.257, -0.202, -0.020, -0.079, -0.079, -0.093, -0.569, 0.820, -0.158, -0.417, 0.089, 0.217, 0.083, 0.079, 0.092, 0.141, 0.080, 0.088, 0.074, 0.165, 0.097, 0.122, 0.106, 0.109, 0.106, 0.140, 0.139, 0.080, 0.119, 0.102, 0.104, 0.105, 0.147], "smiles": "CC(C)[C@@H](NC(=O)c1ccccc1Cl)C(=O)OCc1nc2scc(-c3ccccc3Cl)c2c(=O)[nH]1", "homo_ev": -8.41, "gap_ev": 8.79}


# 2
{"formula": "C27H32ClMnP", "method": "the ωB97M-V functional and the def2-TZVPD basis", "symbols": ["C", "C", "C", "C", "Cl", "H", "H", "H", "H", "H", "H", "H", "H", "H", "C", "C", "C", "H", "C", "C", "H", "H", "H", "H", "C", "C", "C", "H", "C", "C", "H", "H", "H", "H", "Mn", "C", "P", "C", "C", "C", "C", "C", "C", "C", "C", "C", "C", "C", "C", "H", "H", "H", "H", "H", "H", "H", "H", "H", "H", "H", "H", "H"], "positions_angstrom": [[-5.698182, 1.053475, -2.708671], [-6.556649, 1.548872, -1.542069], [-5.760255, 2.053629, -3.866770], [-6.187341, -0.322654, -3.168886], [-3.965101, 0.897969, -2.145420], [-6.792860, 2.139668, -4.227678], [-5.149152, 1.715573, -4.712401], [-5.449750, 3.053190, -3.537881], [-7.602496, 1.638334, -1.862164], [-6.233235, 2.543361, -1.209777], [-6.533290, 0.834554, -0.709518], [-7.223553, -0.250630, -3.521556], [-6.179376, -1.036426, -2.335788], [-5.584156, -0.694749, -4.005835], [0.558160, 2.157328, 0.486989], [0.433944, 2.583601, -0.886881], [-0.972856, 2.541348, -1.242353], [1.260864, 2.963410, -1.498427], [-1.710465, 2.132336, -0.070000], [-0.775778, 1.867987, 0.983352], [-1.042795, 1.590708, 2.010461], [1.467462, 2.190584, 1.082722], [-1.421907, 2.872475, -2.182557], [-2.796607, 2.117167, 0.036776], [0.076907, -1.458191, -0.992077], [1.214939, -0.708357, -1.497289], [0.749268, 0.160280, -2.541446], [2.258847, -0.877060, -1.234574], [-0.680988, -0.031237, -2.685801], [-1.092207, -1.045735, -1.742060], [-2.092028, -1.468905, -1.657758], [0.113360, -2.231679, -0.220924], [1.401502, 0.766562, -3.186198], [-1.323567, 0.421190, -3.445715], [-0.274423, 0.629910, -0.725430], [1.028074, -0.139173, 3.308080], [1.740156, -0.603334, 1.686062], [3.372149, 0.246902, 1.723275], [4.160385, 0.160150, 2.875008], [5.374155, 0.846103, 2.946315], [5.868848, 1.519204, 1.819855], [5.107642, 1.557508, 0.648215], [3.860588, 0.935052, 0.592159], [2.231113, -2.329043, 2.055452], [2.955818, -2.991305, 1.047055], [3.462489, -4.273831, 1.266456], [3.275857, -4.898322, 2.502909], [2.551066, -4.246623, 3.505492], [1.970698, -2.997875, 3.266601], [0.042798, -0.634092, 3.298804], [0.886449, 0.946475, 3.388166], [1.635349, -0.470077, 4.158969], [3.817062, -0.450894, 3.712895], [5.939789, 0.836358, 3.879048], [6.837869, 2.017798, 1.868235], [5.503571, 2.069364, -0.236239], [3.280501, 0.965434, -0.333117], [3.149133, -2.495127, 0.094450], [4.022102, -4.774454, 0.473436], [3.702820, -5.886271, 2.691278], [2.438375, -4.709340, 4.488502], [1.348912, -2.548475, 4.036239]], "forces_ev_per_angstrom": [[-1.61, 0.11, -0.54], [0.24, -0.01, 0.17], [0.28, 0.02, 0.04], [0.24, -0.08, 0.08], [0.11, 0.00, 0.00], [0.16, -0.13, 0.19], [-0.04, 0.17, 0.21], [0.06, -0.23, -0.15], [0.26, -0.07, -0.09], [-0.02, -0.27, 0.04], [0.07, 0.25, -0.11], [0.21, 0.15, 0.10], [0.12, 0.08, -0.25], [-0.08, -0.02, 0.26], [-0.93, 0.56, 0.18], [-0.39, 0.31, 0.67], [-0.02, 0.38, 0.80], [-0.50, -0.40, 0.20], [0.82, 0.52, 0.15], [0.38, 0.67, -0.47], [0.20, -0.02, -0.62], [-0.22, -0.17, -0.23], [0.25, -0.33, 0.39], [0.43, -0.37, -0.27], [-0.07, 0.20, -1.04], [-0.87, -0.80, -0.50], [-0.15, -0.80, -0.02], [-0.42, 0.24, 0.09], [0.33, -0.67, 0.23], [1.25, -0.23, -0.18], [0.24, 0.35, 0.14], [-0.03, 0.36, -0.32], [-0.54, -0.13, 0.55], [0.26, -0.06, 0.51], [0.03, 0.23, -0.21], [-0.96, 0.37, -0.54], [1.53, -0.46, 2.08], [0.18, 0.27, -1.22], [-0.11, 0.11, 0.13], [0.00, -0.10, -0.29], [-0.43, -0.07, 0.23], [0.22, 0.03, -0.16], [0.02, -0.15, 0.53], [-0.31, -0.18, -0.78], [0.17, -0.41, 0.18], [-0.02, 0.22, -0.15], [0.01, 0.23, 0.00], [-0.14, 0.17, -0.05], [0.14, -0.11, -0.08], [0.23, 0.23, 0.51], [0.02, -0.28, -0.07], [-0.13, 0.03, -0.40], [0.19, 0.31, -0.14], [-0.10, -0.08, -0.33], [-0.31, -0.14, -0.05], [-0.20, -0.21, 0.38], [0.13, 0.07, 0.27], [0.03, -0.14, 0.23], [-0.18, 0.15, 0.29], [-0.16, 0.35, -0.08], [-0.08, 0.11, -0.38], [0.21, -0.12, -0.12]], "lowdin_charge": [-0.911, -0.110, -0.109, -0.111, 0.670, 0.099, 0.084, 0.084, 0.100, 0.084, 0.084, 0.099, 0.084, 0.084, -0.124, -0.090, -0.098, 0.149, -0.090, -0.084, 0.132, 0.109, 0.141, 0.108, -0.112, -0.128, -0.072, 0.104, -0.104, -0.088, 0.127, 0.121, 0.153, 0.127, 0.622, -0.237, 1.113, -0.363, -0.073, -0.037, -0.039, -0.060, -0.111, -0.358, -0.090, -0.046, -0.031, -0.040, -0.071, 0.063, 0.056, 0.057, 0.111, 0.123, 0.123, 0.120, 0.083, 0.098, 0.122, 0.127, 0.125, 0.100], "spin_multiplicity": 4, "homo_ev": [-14.55, -14.54], "total_charge": 2, "gap_ev": [7.15, 5.36], "s2": 3.8944}


# 3
{"formula": "C21H17Cl2N5OS", "method": "the ωB97M-V functional and the def2-TZVPD basis", "symbols": ["C", "C", "N", "C", "S", "C", "C", "C", "C", "C", "Cl", "C", "Cl", "C", "N", "N", "C", "C", "N", "N", "C", "C", "C", "C", "C", "C", "C", "C", "C", "O", "H", "H", "H", "H", "H", "H", "H", "H", "H", "H", "H", "H", "H", "H", "H", "H", "H"], "positions_angstrom": [[0.778367, 2.254559, 0.050628], [1.859945, 1.384280, 0.683282], [1.511581, -0.008517, 0.596028], [1.608857, -0.793048, -0.510285], [2.263746, -0.230300, -2.013266], [1.943818, -1.721202, -3.036065], [0.529379, -1.728405, -3.511196], [-0.442791, -2.454128, -2.831385], [-1.758025, -2.425717, -3.255805], [-2.119411, -1.672012, -4.362374], [-3.760864, -1.643702, -4.886282], [-1.151336, -0.939650, -5.043880], [-1.580368, 0.005572, -6.420392], [0.164982, -0.968341, -4.616355], [1.169443, -2.004584, -0.263128], [0.786516, -2.040107, 1.007552], [0.983266, -0.860487, 1.542929], [0.695285, -0.527333, 2.918703], [0.451821, 0.717205, 3.198176], [0.169507, 1.091882, 4.441762], [-0.020745, 2.475584, 4.638340], [0.290227, 3.074663, 5.854623], [0.094658, 4.434352, 6.016832], [-0.396801, 5.202897, 4.974947], [-0.690079, 4.606749, 3.759309], [-0.505414, 3.248502, 3.588206], [0.023797, 0.180800, 5.441861], [0.264360, -1.129246, 5.229502], [0.710731, -1.612253, 3.930898], [1.074385, -2.751306, 3.713759], [1.020002, 3.303500, 0.194368], [0.705580, 2.053515, -1.015480], [-0.183933, 2.044833, 0.510660], [2.811312, 1.530971, 0.162026], [1.975487, 1.633747, 1.739305], [2.165537, -2.576022, -2.401340], [2.651639, -1.648501, -3.860434], [-0.166238, -3.023895, -1.957738], [-2.513286, -2.987506, -2.729736], [0.905174, -0.390097, -5.148302], [0.703208, 2.492960, 6.664494], [0.336595, 4.895638, 6.962217], [-0.545985, 6.263074, 5.109192], [-1.070470, 5.200212, 2.941988], [-0.736377, 2.769476, 2.651225], [-0.320607, 0.563876, 6.390468], [0.137697, -1.851087, 6.019999]], "forces_ev_per_angstrom": [[0.17, -0.10, 0.10], [0.04, 0.68, -0.03], [-0.09, -0.86, -0.13], [-0.06, 0.04, 0.11], [0.35, 0.11, -0.32], [0.02, 0.30, 0.38], [-0.23, -0.05, -0.14], [0.00, -0.05, -0.10], [-0.03, 0.08, -0.12], [0.14, 0.05, 0.01], [-0.16, -0.07, 0.04], [-0.04, -0.09, 0.10], [0.07, 0.11, -0.13], [-0.09, -0.14, 0.10], [0.40, 0.18, -1.00], [-0.44, -0.09, 1.32], [0.17, -0.09, -0.71], [-0.21, 0.19, 0.48], [0.08, -0.19, -0.43], [0.03, -0.50, 0.16], [-0.10, 0.80, 0.02], [0.00, -0.22, -0.12], [-0.07, 0.08, -0.02], [0.02, 0.08, 0.05], [0.03, 0.00, 0.06], [-0.01, -0.16, 0.04], [0.02, -0.38, 0.00], [-0.03, 0.02, -0.08], [0.03, -0.08, 0.50], [-0.06, 0.18, 0.07], [0.00, 0.15, -0.01], [-0.06, 0.02, -0.07], [-0.09, 0.00, 0.04], [-0.03, -0.02, 0.15], [0.14, -0.02, -0.27], [0.07, -0.05, -0.15], [0.03, -0.04, 0.06], [0.01, -0.04, 0.01], [-0.10, -0.05, 0.03], [0.06, 0.07, -0.09], [0.05, -0.06, 0.06], [0.03, 0.03, 0.08], [-0.01, 0.10, 0.01], [-0.04, 0.04, -0.08], [-0.03, -0.01, -0.08], [0.02, 0.06, 0.00], [-0.01, -0.02, 0.09]], "lowdin_charge": [-0.071, -0.206, -0.007, -0.609, 0.995, -0.386, -0.301, -0.036, -0.087, -0.692, 0.674, -0.685, 0.675, -0.072, 0.024, 0.100, -0.226, -0.088, 0.164, -0.072, -0.189, -0.025, -0.078, -0.086, -0.072, -0.015, -0.029, 0.036, -0.376, 0.074, 0.078, 0.055, 0.067, 0.113, 0.108, 0.079, 0.082, 0.101, 0.109, 0.115, 0.109, 0.106, 0.103, 0.107, 0.093, 0.127, 0.117], "smiles": "CCn1c(SCc2ccc(Cl)c(Cl)c2)nnc1-c1nn(-c2ccccc2)ccc1=O", "homo_ev": -8.16, "e_above_lowest_ev": 0.164, "gap_ev": 8.13}